No. 1
DFT (ωB97M-V/def2-TZVPD) results for a structure of composition C36H41B2F9N7O5S3SeSr in a non-equilibrium geometry.

Positions of all 105 atoms, in Å:
Sr -1.0546 -0.9270 -0.1556
C -2.3422 -5.0728 1.9109
C -1.7597 -3.7602 1.5111
N -2.1991 -3.0190 0.5704
O -3.2640 -3.4090 -0.1812
B -3.6262 -2.3430 -1.1873
F -4.4941 -2.8895 -2.0723
F -2.3988 -1.9348 -1.8266
O -4.2881 -1.1329 -0.5606
N -3.4210 -0.3689 0.1733
C -3.8302 0.2043 1.2379
C -5.2324 0.1749 1.7465
C -2.7493 0.8361 2.0967
N -1.5863 0.3275 1.9603
O -0.5830 0.7799 2.7684
B 0.2284 -0.3399 3.4128
F 1.3249 0.3504 3.9368
F -0.5704 -0.9595 4.3549
O 0.8484 -1.3739 2.5086
N -0.0725 -2.1261 1.7894
C -0.6039 -3.1609 2.3075
C -0.2131 -3.7818 3.6033
C -3.0884 1.8719 3.1172
H -3.2449 -5.2681 1.3392
H -2.5748 -5.0795 2.9768
H -1.6269 -5.8787 1.7311
H -5.8010 -0.5774 1.2064
H -5.7153 1.1448 1.6040
H -5.2480 -0.0421 2.8156
H 0.7268 -3.3619 3.9496
H -0.1292 -4.8627 3.4868
H -0.9734 -3.5856 4.3619
H -4.0759 2.2942 2.9497
H -2.3460 2.6695 3.1000
H -3.0557 1.4358 4.1179
N 1.7769 1.1065 0.7783
S 2.9646 2.2525 0.6024
C 2.3344 3.5907 1.5868
C 3.2458 4.5584 1.9910
C 2.7836 5.6520 2.7010
C 1.4312 5.7701 2.9943
C 0.5380 4.7964 2.5776
C 0.9802 3.6925 1.8590
C 4.4143 1.7297 1.4893
C 5.5701 1.5603 0.7420
C 6.7105 1.0840 1.3749
C 6.6743 0.7867 2.7269
C 5.5053 0.9594 3.4646
C 4.3611 1.4351 2.8504
H 1.4453 1.0782 1.7443
H 4.3018 4.4533 1.7732
H 3.4802 6.4108 3.0314
H 1.0763 6.6244 3.5557
H -0.5136 4.8859 2.8166
H 0.2811 2.9304 1.5480
H 5.5792 1.7891 -0.3173
H 7.6218 0.9464 0.8089
H 7.5649 0.4178 3.2196
H 5.4874 0.7238 4.5202
H 3.4405 1.5549 3.4043
C 0.5798 3.1576 -5.3841
C -0.4350 2.6252 -4.3825
C -0.1268 3.1259 -2.9793
S -1.0380 2.3718 -1.6227
O -0.6482 0.9120 -1.6795
C -2.7701 2.4541 -2.1417
C -3.2624 1.3200 -3.0352
C -4.7848 1.2785 -3.0456
H 0.3788 2.7818 -6.3867
H 1.5930 2.8539 -5.1110
H 0.5594 4.2485 -5.4287
H -0.4309 1.5324 -4.3797
H -1.4408 2.9382 -4.6678
H -0.2403 4.2094 -2.8811
H 0.9092 2.8951 -2.7097
H -2.9122 3.4451 -2.5847
H -3.3300 2.4448 -1.2026
H -2.8672 0.3754 -2.6611
H -2.8748 1.4393 -4.0461
H -5.1688 1.0887 -2.0414
H -5.1506 0.4772 -3.6867
H -5.2089 2.2180 -3.4074
S 1.6037 -0.5795 -2.2813
C 2.8994 -1.3940 -1.3807
N 2.9741 -0.8787 -0.1489
C 3.8517 -1.4460 0.6749
C 4.6601 -2.4936 0.2568
C 4.5160 -2.9095 -1.0549
N 3.6240 -2.3629 -1.8885
H 2.1854 0.1865 0.5235
H 3.8873 -1.0549 1.6861
H 5.3690 -2.9626 0.9235
H 5.1246 -3.7116 -1.4584
F -2.9059 -5.9758 -3.0241
C -2.0012 -5.0352 -3.2048
C -1.1051 -4.7293 -2.1935
F -1.1555 -5.3870 -1.0374
C -0.1618 -3.7370 -2.3758
F 0.5991 -3.4512 -1.2900
C -0.0490 -3.0434 -3.5744
Se 1.2830 -1.7508 -4.0819
C -0.9555 -3.3786 -4.5702
F -0.8893 -2.7484 -5.7483
C -1.9292 -4.3477 -4.4036
F -2.7706 -4.6252 -5.3876

Output
highest occupied orbital energy: -0.402 hartree
net charge: +1
ΔE to the lowest compared entry with this formula, charge and spin: 27.65 kcal per mole
E_tot: -183165.0415 eV

Mulliken atomic charge list, values in e, 4 entries: Sr 2.10; C -2.14; C 0.05; N 1.40



No. 2
DFT (ωB97M-V/def2-TZVPD) results for a structure of composition C36H41BrFeN6O2Si2 in a non-equilibrium geometry.

Positions of all 89 atoms, in Å:
Fe 0.3178 0.9184 -0.5850
C 3.4773 0.6156 3.8732
Si 2.0595 0.5489 2.5791
C 1.2767 -1.1805 2.9028
C 0.9898 2.0293 3.1313
N 2.2362 0.6945 0.8468
C 3.3865 0.7812 0.1793
C 4.6279 0.8409 0.8549
C 5.8343 0.8737 0.2191
C 5.8732 0.8692 -1.1793
C 4.7042 0.8460 -1.8831
C 3.4203 0.8059 -1.2812
N 2.2969 0.7839 -1.9942
Si 2.1826 0.7221 -3.7400
C 1.2325 2.2664 -4.3431
C 1.2376 -0.8768 -4.1927
C 3.6727 0.6611 -4.9568
H 3.0349 0.4951 4.8609
H 3.9985 1.5708 3.8770
H 4.2164 -0.1740 3.7586
H 0.2606 -1.1115 3.2840
H 1.8407 -1.6954 3.6749
H 1.3073 -1.8209 2.0230
H 0.9528 2.0945 4.2127
H -0.0274 1.9474 2.7843
H 1.4054 2.9623 2.7626
H 4.6049 0.8635 1.9243
H 6.7447 0.9070 0.7942
H 6.8185 0.8940 -1.6973
H 4.7476 0.8656 -2.9520
H 0.1656 2.1490 -4.2200
H 1.4094 2.4242 -5.4008
H 1.5400 3.1667 -3.8227
H 0.4088 -1.0616 -3.5244
H 1.8901 -1.7442 -4.1606
H 0.8423 -0.8007 -5.2007
H 4.2781 1.5637 -4.9484
H 3.2781 0.5618 -5.9659
H 4.3326 -0.1875 -4.7987
C -1.3641 3.5707 0.9766
O -1.3849 2.1567 0.8609
C -2.0860 1.4970 1.8436
C -2.9087 2.1222 2.7692
C -3.4944 1.3684 3.7790
Br -4.5377 2.2665 5.0851
C -3.3178 0.0061 3.8465
C -2.5205 -0.6433 2.9002
C -1.8787 0.1123 1.9157
O -0.9887 -0.4475 1.0163
C -2.3927 -2.0853 3.0269
N -2.6080 -2.7139 4.1497
C -2.4254 -4.0405 3.8902
C -2.5400 -5.1417 4.7362
C -2.2860 -6.3841 4.1985
C -1.9283 -6.5394 2.8540
C -1.8339 -5.4651 1.9910
C -2.0854 -4.2112 2.5252
N -2.0570 -2.9419 1.9982
H -1.1284 3.8751 1.9998
H -2.3225 3.9947 0.6609
H -0.5691 3.9204 0.3251
H -3.0745 3.1855 2.7587
H -3.7693 -0.5903 4.6198
H -0.4286 -1.0776 1.4978
H -2.8138 -5.0120 5.7701
H -2.3637 -7.2627 4.8235
H -1.7215 -7.5320 2.4826
H -1.5711 -5.6015 0.9512
H -1.9984 -2.7065 1.0208
C -1.7969 4.2817 -3.0208
C -2.7943 3.6306 -3.7304
C -2.8888 2.2550 -3.6296
C -1.9966 1.5560 -2.8119
N -1.0535 2.2001 -2.1072
C -0.9535 3.5155 -2.2309
C -1.9892 0.0870 -2.7353
C -2.6992 -0.7077 -3.6403
C -2.6080 -2.0853 -3.5558
C -1.8209 -2.6459 -2.5586
C -1.1351 -1.7853 -1.7169
N -1.1991 -0.4631 -1.8034
H -1.6718 5.3501 -3.0776
H -3.4679 4.1796 -4.3708
H -3.6535 1.7350 -4.1795
H -0.1287 3.9867 -1.7122
H -3.2959 -0.2584 -4.4177
H -3.1362 -2.7083 -4.2614
H -1.7207 -3.7157 -2.4581
H -0.4661 -2.1600 -0.9543

Output
highest occupied orbital energy (spin up / spin down): -0.338 / -0.373 hartree
2S+1: 6
net charge: +1
E_tot: -171216.0649 eV

Mulliken atomic charge list, values in e, 4 entries: Fe 1.23; C -1.44; Si -0.17; C -0.86



No. 3
DFT (ωB97M-V/def2-TZVPD) results for a structure of composition C36H41HgN5Se in a non-equilibrium geometry.

Positions of all 84 atoms, in Å:
Hg -0.9524 -0.6296 -0.3852
N 1.1295 -3.0674 1.9643
N 1.0230 -2.3778 -1.6342
C 1.5674 2.1328 -0.7653
C 2.6294 1.2290 -0.4709
C 2.4798 0.8030 0.8783
C 3.2915 -0.2036 1.5955
H 4.2552 -0.3545 1.0921
H 2.7724 -1.1765 1.6673
H 3.4914 0.1363 2.6234
C 1.3608 1.4787 1.4268
C 0.8829 1.3432 2.8182
H 1.4903 1.9516 3.5086
H 0.9431 0.3011 3.1641
H -0.1556 1.6835 2.9056
C 0.7822 2.2869 0.4118
C -0.4188 3.1384 0.5761
H -1.2474 2.5805 1.0427
H -0.7658 3.5216 -0.3914
H -0.1951 4.0065 1.2195
C 3.7146 0.8239 -1.3872
H 4.5874 1.4924 -1.2929
H 3.3910 0.8607 -2.4349
H 4.0520 -0.1978 -1.1630
C 1.3138 2.7786 -2.0704
H 0.2474 3.0094 -2.1950
H 1.6061 2.1161 -2.8961
H 1.8769 3.7204 -2.1805
C 0.4839 -3.6395 2.9757
H 0.9695 -3.5855 3.9547
C -0.7541 -4.2901 2.8513
H -1.2346 -4.7090 3.7340
C -1.3088 -4.4204 1.5732
H -2.2419 -4.9688 1.4208
C -0.6567 -3.8404 0.4944
H -1.0879 -3.8187 -0.5098
C 0.6306 -3.2310 0.7011
C 1.4587 -2.7683 -0.3259
H 2.5203 -2.6544 -0.1436
C 0.2032 -1.3295 -1.9762
C 1.4804 -3.0278 -2.7880
H 2.1313 -3.8770 -2.7177
C 0.9544 -2.3778 -3.8212
H 1.0146 -2.5985 -4.8680
N 0.3033 -1.2320 -3.3387
C 0.1019 -0.0794 -4.1697
C 1.1495 0.3395 -5.0188
C 0.9553 1.4481 -5.8513
H 1.7681 1.7496 -6.5224
C -0.2100 2.2108 -5.8070
C -0.3595 3.3895 -6.7381
H -0.8855 4.2214 -6.2533
H -0.9168 3.1215 -7.6498
H 0.6335 3.7384 -7.0530
C -1.2128 1.8212 -4.9092
H -2.1193 2.4285 -4.8082
C -1.0984 0.6521 -4.1393
C -2.2633 0.2062 -3.3178
H -2.3564 -0.8840 -3.2567
H -3.1877 0.6031 -3.7616
H -2.2034 0.6176 -2.2965
C 2.4953 -0.3025 -5.0364
H 2.4982 -1.3063 -5.4774
H 2.9411 -0.3511 -4.0351
H 3.1505 0.3250 -5.6551
C -4.5690 0.8275 3.7231
N -3.2368 0.2891 3.9290
C -2.4817 -0.3529 2.9895
Se -3.0020 -0.4522 1.2153
N -1.4089 -0.8776 3.6745
C -1.5052 -0.5848 5.0447
C -0.7522 -0.9815 6.1469
C -1.2163 -0.5863 7.4146
C -2.3798 0.2008 7.5563
C -3.0992 0.6273 6.4311
C -2.6435 0.1853 5.1912
H -5.3172 0.1917 4.2186
H -4.7697 0.8545 2.6474
H -4.6256 1.8388 4.1410
H -0.6655 -1.4329 3.2468
H 0.1480 -1.5810 5.9961
H -0.6821 -0.8877 8.3186
H -2.7199 0.4765 8.5568
H -3.9726 1.2774 6.4720

Output
highest occupied orbital energy (spin up / spin down): 0.042 / 0.032 hartree
net charge: -2
ΔE to the lowest compared entry with this formula, charge and spin: 1.30 kcal per mole
E_tot: -114964.3798 eV

Mulliken atomic charge list, values in e, 4 entries: Hg 0.80; N -0.34; N 0.76; C 0.60